{
  "formula": "C9H8BrFO2S",
  "method": "ωB97M-V with the def2-TZVPD basis set",
  "orbital_gap_ev": 9.5,
  "total_charge": 0,
  "total_energy_ha": -3570.21565,
  "smiles": "O=S(=O)(F)/C(=C\\CBr)c1ccccc1",
  "e_homo_ev": -9.764,
  "elements": ["Br", "S", "H", "H", "H", "C", "F", "H", "H", "C", "O", "C", "H", "C", "H", "O", "H", "C", "C", "C", "C", "C"],
  "xyz": [[3.867, -2.367, 2.878], [0.210, -2.803, -0.824], [3.020, -2.645, 0.334], [-1.130, 1.809, -2.993], [-2.048, 2.338, 1.271], [0.476, -1.275, 0.051], [1.203, -2.419, -2.139], [0.094, -0.035, -2.503], [-2.521, 2.949, -1.300], [-1.606, 1.874, 0.397], [0.780, -3.892, -0.216], [-1.205, 1.457, -1.923], [1.980, -3.471, 1.710], [-0.488, 0.327, -1.639], [1.802, -0.392, 1.424], [-1.075, -2.891, -1.422], [-0.622, 0.636, 1.764], [1.472, -1.300, 0.958], [-0.288, -0.047, -0.315], [-1.819, 2.178, -0.934], [2.445, -2.481, 1.336], [-0.935, 0.683, 0.674]],
  "lowdin_charge": [0.473, 0.690, 0.101, 0.132, 0.107, -0.239, -0.218, 0.128, 0.117, -0.071, -0.225, -0.097, 0.062, -0.046, 0.108, -0.233, 0.139, -0.076, -0.222, -0.093, -0.493, -0.042]
}